Entry 1:
This record from the Open Molecules 2025 dataset describes a molecular structure, C15H31ClO4P2W at a distorted geometry. The level of theory is ωB97M-V/def2-TZVPD.

Each line ends with the Mulliken spin population.
Element x y z (Å)
P -0.46 -2.36 -4.62  0.024
P 0.51 1.13 -5.62  0.031
C -0.63 -1.38 -6.28  0.008
C 0.48 -0.37 -6.59  -0.027
H -1.65 -0.96 -6.36  0.006
H -0.59 -2.14 -7.07  0.002
H 1.49 -0.81 -6.61  -0.001
H 0.31 0.00 -7.61  0.001
C -0.90 2.14 -6.16  0.012
H -1.03 3.05 -5.55  0.003
H -1.83 1.55 -6.17  -0.014
H -0.63 2.40 -7.20  0.000
C 2.00 2.03 -6.03  0.004
H 1.75 2.63 -6.92  0.000
H 2.80 1.33 -6.30  0.000
H 2.32 2.70 -5.21  0.000
C -2.02 -3.37 -4.79  0.003
H -2.13 -4.02 -3.90  0.001
H -2.01 -4.06 -5.65  0.000
H -2.91 -2.73 -4.91  0.000
C 1.05 -3.23 -5.16  0.003
H 1.81 -2.48 -5.36  0.000
H 0.71 -3.67 -6.10  0.001
H 1.45 -4.05 -4.55  0.000
W 0.99 -2.64 -2.49  0.012
C -0.42 2.07 -0.89  -0.026
C -1.30 2.87 -1.54  0.003
C -1.60 2.91 -3.04  0.072
C -2.33 1.57 -3.30  -0.012
C -1.24 0.65 -3.38  0.611
C 0.13 0.92 -3.87  0.099
C 1.18 1.50 -2.85  0.113
C 0.79 1.37 -1.36  0.049
C 2.97 -3.03 -1.61  -0.002
H -0.44 2.18 0.23  -0.001
H -1.90 3.64 -1.03  0.001
H -0.63 2.93 -3.52  -0.004
H -2.20 3.76 -3.36  -0.003
H -3.05 1.32 -2.49  0.017
H -2.82 1.51 -4.26  0.020
H -1.19 -0.22 -2.74  0.016
H 0.52 -0.15 -3.92  -0.002
H 1.53 2.57 -3.05  0.003
H 2.08 0.87 -2.93  -0.013
H 0.71 0.34 -0.96  -0.002
H 1.64 1.83 -0.85  -0.003
H 3.70 -2.27 -1.93  0.000
H 3.24 -4.03 -1.96  0.000
H 2.80 -3.00 -0.52  0.000
O -1.59 0.18 3.82  0.363
Cl -0.85 0.66 2.59  0.338
O -1.18 2.06 2.10  0.294
O 0.39 -1.40 -1.44  0.000
O 0.18 -4.19 -2.34  0.000

Its HOMO energy (alpha / beta) is -14.053 / -14.082 eV. Its expectation value of S² is 2.01. The calculation puts the relative energy (zero: lowest compared OMol25 entry of this formula, charge and spin) at 1.556 eV. Its net charge is +2. Its orbital gap (alpha / beta) is 5.537 / 5.558 eV. Its spin multiplicity is 3.

=====

Entry 2:
This record from the Open Molecules 2025 dataset describes a gas-phase ion, C3H10N3 (charge +1) at a distorted geometry. The level of theory is ωB97M-V/def2-TZVPD.

Each line ends with the Mulliken charge.
Element x y z (Å)
C -1.25 0.78 -1.13  0.107
C 0.20 -1.54 0.82  -0.919
C 1.49 0.58 0.71  -0.913
N -0.20 0.11 -0.88  -0.675
N -1.51 1.17 -2.38  -0.315
N 0.21 -0.11 0.57  0.215
H -1.81 1.27 -0.35  0.316
H 0.24 -1.72 1.90  0.381
H -0.78 -1.78 0.54  0.392
H 1.05 -1.91 0.25  0.358
H 1.99 0.45 -0.27  0.361
H 1.32 1.58 0.71  0.432
H 2.05 0.16 1.48  0.376
H -2.28 1.74 -2.71  0.238
H -0.79 0.83 -3.06  0.269
H -0.38 0.20 1.27  0.378

Its HOMO energy is -14.175 eV. Its SMILES is C[NH+](C)/N=C/N. The calculation puts the relative energy (zero: lowest compared OMol25 entry of this formula, charge and spin) at 3.066 eV. Its net charge is +1. Its orbital gap is 11.246 eV.

=====

Entry 3:
This record from the Open Molecules 2025 dataset describes a molecular structure, C40H27CoF15GeN4O2S at a distorted geometry. The level of theory is ωB97M-V/def2-TZVPD.

Each line ends with the Mulliken spin population.
Element x y z (Å)
Co -0.04 1.83 0.03  2.537
O -0.21 2.12 1.87  0.056
C -0.84 1.24 2.60  0.005
C -0.28 0.77 3.80  -0.003
C -0.95 -0.13 4.59  0.005
C -2.20 -0.61 4.21  0.003
C -2.77 -0.19 3.03  0.005
C -2.11 0.72 2.19  0.032
C -2.59 0.92 0.87  -0.013
N -2.03 1.67 -0.05  0.041
C -2.54 1.45 -1.40  0.008
C -1.53 1.93 -2.45  0.000
N -0.19 1.73 -1.95  0.051
C 0.60 0.91 -2.57  -0.022
C 1.87 0.48 -2.09  0.028
C 2.56 -0.55 -2.75  0.002
C 3.67 -1.14 -2.21  0.006
C 4.14 -0.70 -0.97  0.001
C 3.51 0.31 -0.30  -0.007
C 2.37 0.96 -0.83  0.015
O 1.82 1.96 -0.23  0.071
H 0.70 1.14 4.07  0.001
H -0.49 -0.49 5.50  0.000
H -2.71 -1.33 4.84  0.000
H -3.72 -0.59 2.72  0.001
H -3.45 0.31 0.59  -0.003
H -3.50 1.99 -1.52  -0.002
H -2.73 0.38 -1.55  -0.003
H -1.67 3.00 -2.64  0.004
H -1.71 1.39 -3.39  0.002
H 0.26 0.44 -3.50  -0.003
H 2.18 -0.89 -3.71  0.000
H 4.18 -1.94 -2.73  0.000
H 5.01 -1.17 -0.53  0.000
H 3.86 0.65 0.67  0.001
C -1.22 6.39 0.18  -0.002
C -1.25 4.84 0.18  -0.002
N 0.09 4.33 0.04  0.080
C 0.90 4.72 1.17  -0.002
C 0.96 6.26 1.26  0.000
N 0.20 6.81 0.10  -0.001
C 0.80 6.33 -1.17  -0.001
C 0.70 4.78 -1.19  -0.001
H -1.66 6.80 1.08  0.000
H -1.75 6.80 -0.68  0.000
H -1.85 4.45 -0.64  0.001
H -1.66 4.44 1.11  0.003
H 1.89 4.28 1.04  0.001
H 0.47 4.27 2.07  0.001
H 1.98 6.64 1.21  0.000
H 0.49 6.64 2.17  0.000
H 0.25 7.83 0.13  0.000
H 1.84 6.67 -1.21  0.000
H 0.26 6.78 -2.00  0.000
H 1.68 4.31 -1.27  0.002
H 0.10 4.44 -2.02  0.000
F 0.10 -5.77 -0.98  0.000
C -0.26 -5.08 -2.06  0.002
C -0.34 -3.70 -1.96  -0.002
C -0.74 -3.01 -3.09  0.001
F -0.88 -1.68 -3.02  0.000
C -1.02 -3.64 -4.29  0.000
F -1.39 -2.92 -5.37  0.000
C -0.94 -5.03 -4.37  0.000
F -1.23 -5.66 -5.51  0.000
C -0.56 -5.75 -3.24  0.000
F -0.50 -7.09 -3.30  0.000
Ge 0.01 -2.82 -0.17  0.014
S -0.13 -0.78 0.36  0.077
C -1.48 -3.68 0.90  0.005
C -1.37 -4.36 2.09  -0.001
F -0.18 -4.86 2.45  0.000
C -2.46 -4.59 2.92  0.000
F -2.32 -5.25 4.08  0.000
C -3.72 -4.11 2.55  0.001
F -4.77 -4.29 3.36  0.000
C -3.87 -3.47 1.33  -0.001
F -5.08 -3.04 0.94  0.000
C -2.75 -3.27 0.54  0.003
F -2.89 -2.64 -0.65  0.001
C 1.80 -3.50 0.45  0.003
C 2.79 -3.98 -0.40  -0.001
F 2.48 -4.23 -1.68  0.000
C 4.09 -4.20 0.03  0.000
F 5.01 -4.68 -0.81  0.000
C 4.44 -3.90 1.35  0.000
F 5.69 -4.09 1.77  0.000
C 3.47 -3.38 2.21  0.000
F 3.81 -3.06 3.47  0.000
C 2.18 -3.19 1.74  0.000
F 1.27 -2.67 2.57  0.000

Its HOMO energy (alpha / beta) is -6.644 / -6.667 eV. Its expectation value of S² is 3.76. Its orbital gap (alpha / beta) is 5.373 / 5.387 eV. Its spin multiplicity is 4.

=====

Entry 4:
This record from the Open Molecules 2025 dataset describes 13 unconnected molecules or ions with the total composition C38H96BrN7O7 at a distorted geometry. The level of theory is ωB97M-V/def2-TZVPD.

Each line ends with the Mulliken charge.
Element x y z (Å)
C -2.78 -2.55 -10.01  -1.609
C -4.09 -2.30 -9.20  0.834
C -7.52 -9.83 -12.22  -0.273
C -6.95 -9.62 -11.02  -0.019
C -6.32 -10.31 -9.97  -0.281
C -3.67 -3.18 -7.59  0.459
N -4.26 -1.76 -7.74  0.326
O -5.35 -1.36 -7.36  -0.444
C -2.06 -3.76 -7.48  -0.987
C -4.55 -4.40 -6.67  -1.394
C -5.22 -1.79 -10.03  -1.130
H -2.92 -3.52 -10.45  0.481
H -1.78 -2.30 -9.76  0.526
H -2.78 -2.13 -11.08  0.379
H -8.25 -9.04 -12.41  0.239
H -7.20 -10.56 -12.96  0.311
H -7.49 -8.80 -10.50  0.209
H -5.63 -5.23 -3.16  -0.312
H -6.14 -9.82 -9.01  0.266
H -6.07 -11.40 -10.13  0.244
H -1.40 -3.42 -8.31  0.266
H -2.08 -4.85 -7.20  0.347
H -1.61 -3.10 -6.66  0.337
H -4.18 -4.66 -5.66  0.438
H -4.42 -5.26 -7.33  0.335
H -5.63 -4.09 -6.58  0.382
H -6.15 -1.76 -9.44  0.368
H -5.28 -2.22 -11.05  0.375
H -4.87 -0.68 -9.96  0.335
C 9.70 -3.46 12.49  -1.299
C 8.27 -3.60 12.22  1.272
C 7.38 -2.57 11.94  -0.264
C 7.88 -1.36 11.63  -0.429
C 2.92 -3.11 7.78  -0.294
C 4.37 2.54 7.81  0.316
N 5.64 2.54 8.06  -0.066
O 6.48 1.54 8.33  -0.420
C 3.19 2.08 7.08  -0.498
C 4.19 -2.95 7.08  -0.666
C 7.80 -5.00 12.35  -1.387
H 10.00 -4.45 12.93  0.382
H 10.00 -2.64 13.17  0.426
H 10.21 -3.45 11.50  0.363
H 5.84 -0.49 10.47  0.392
H 6.37 -2.78 11.60  0.401
H 8.89 -0.86 11.78  0.244
H 7.15 -0.71 11.17  -0.629
H 3.03 -3.71 8.62  0.328
H 2.12 -2.71 7.18  0.248
H 3.46 2.33 6.03  0.215
H 2.04 2.62 7.09  0.290
H 3.18 1.00 7.36  0.155
H 4.98 -2.65 7.82  0.237
H 3.90 -2.07 6.45  0.181
H 4.57 -3.76 6.46  0.340
H 8.55 -5.72 12.27  0.448
H 7.12 -4.93 11.55  0.361
H 7.42 -5.37 13.30  0.354
C -3.35 -0.23 -0.26  -1.465
C -3.64 1.22 -0.05  0.161
C -4.77 1.33 0.98  -0.664
O -4.84 2.66 1.48  -0.428
C -6.14 3.30 1.37  -0.691
N -2.38 1.91 0.50  -0.201
H -1.66 1.79 -0.27  0.160
H -2.74 2.81 0.85  0.342
H -1.92 1.32 1.23  0.363
H -4.13 -0.72 -0.79  0.414
H -3.20 -0.65 0.72  0.416
H -2.45 -0.43 -0.79  0.441
H -3.85 1.85 -0.94  0.329
H -4.48 0.66 1.79  0.309
H -5.75 1.06 0.61  0.511
H -6.04 4.36 1.65  0.230
H -6.77 2.82 2.15  0.293
H -6.53 3.07 0.41  0.347
C -8.07 -6.77 9.23  -1.317
C -6.67 -6.80 8.60  0.209
C -6.52 -7.94 7.50  -0.749
O -5.38 -7.56 6.75  -0.346
C -4.96 -8.58 5.85  -0.762
N -6.28 -5.48 8.00  -0.352
H -5.32 -5.45 7.62  0.372
H -6.83 -5.33 7.13  0.373
H -6.39 -4.63 8.60  0.354
H -8.54 -7.76 9.26  0.361
H -8.77 -6.19 8.62  0.390
H -8.07 -6.48 10.26  0.387
H -5.86 -6.90 9.36  0.302
H -7.38 -7.99 6.83  0.466
H -6.48 -8.90 8.04  0.408
H -5.84 -8.98 5.31  0.330
H -4.60 -9.48 6.34  0.316
H -4.29 -8.13 5.17  0.258
C -2.59 9.38 -6.35  -1.422
C -1.77 8.92 -7.54  0.308
C -2.49 8.72 -8.84  -0.815
O -1.57 8.55 -9.86  -0.374
C -2.16 8.56 -11.15  -0.682
N -0.58 9.77 -7.83  -0.329
H -0.09 9.50 -8.75  0.398
H -0.74 10.79 -7.97  0.365
H 0.09 9.71 -7.07  0.371
H -3.21 8.50 -6.09  0.356
H -3.09 10.32 -6.51  0.393
H -1.98 9.62 -5.49  0.421
H -1.31 7.97 -7.23  0.220
H -3.15 9.54 -9.13  0.464
H -3.12 7.88 -8.78  0.455
H -1.36 8.63 -11.93  0.261
H -2.82 9.50 -11.24  0.320
H -2.82 7.71 -11.27  0.290
C 5.17 1.10 -0.69  -1.270
C 4.59 0.33 -1.87  0.212
C 5.49 -0.64 -2.60  -0.737
O 4.88 -1.00 -3.78  -0.352
C 5.61 -2.05 -4.46  -0.633
N 3.43 -0.53 -1.39  -0.133
H 3.03 -1.09 -2.11  0.359
H 3.74 -1.15 -0.60  0.380
H 2.67 0.10 -1.00  -0.144
H 5.71 1.96 -1.13  0.345
H 5.81 0.40 -0.17  0.370
H 4.34 1.47 -0.02  0.369
H 4.09 1.05 -2.54  0.350
H 5.62 -1.50 -1.93  0.356
H 6.48 -0.16 -2.80  0.481
H 5.16 -2.26 -5.39  0.259
H 5.60 -2.96 -3.80  0.287
H 6.68 -1.65 -4.50  0.285
C 7.38 8.60 2.10  -1.447
C 6.36 7.96 1.24  0.304
C 4.90 7.90 1.81  -0.766
O 4.03 7.41 0.73  -0.382
C 2.85 6.76 1.22  -0.725
N 6.21 8.60 -0.16  -0.362
H 7.08 8.63 -0.74  0.371
H 5.45 8.05 -0.64  0.401
H 5.97 9.60 -0.07  0.366
H 8.35 8.45 1.72  0.437
H 7.45 8.15 3.15  0.359
H 7.33 9.66 2.33  0.398
H 6.55 6.94 0.94  0.255
H 4.54 8.87 2.12  0.407
H 4.81 7.25 2.64  0.506
H 3.14 5.97 1.96  0.285
H 2.36 6.38 0.35  0.260
H 2.21 7.48 1.70  0.333
Br 0.64 0.98 -0.33  -0.659

Its HOMO energy is -12.384 eV. Its net charge is +6. Its orbital gap is 1.575 eV.

=====

Repeat the first record exactly.
This record from the Open Molecules 2025 dataset describes a molecular structure, C15H31ClO4P2W at a distorted geometry. The level of theory is ωB97M-V/def2-TZVPD.

Each line ends with the Mulliken spin population.
Element x y z (Å)
P -0.46 -2.36 -4.62  0.024
P 0.51 1.13 -5.62  0.031
C -0.63 -1.38 -6.28  0.008
C 0.48 -0.37 -6.59  -0.027
H -1.65 -0.96 -6.36  0.006
H -0.59 -2.14 -7.07  0.002
H 1.49 -0.81 -6.61  -0.001
H 0.31 0.00 -7.61  0.001
C -0.90 2.14 -6.16  0.012
H -1.03 3.05 -5.55  0.003
H -1.83 1.55 -6.17  -0.014
H -0.63 2.40 -7.20  0.000
C 2.00 2.03 -6.03  0.004
H 1.75 2.63 -6.92  0.000
H 2.80 1.33 -6.30  0.000
H 2.32 2.70 -5.21  0.000
C -2.02 -3.37 -4.79  0.003
H -2.13 -4.02 -3.90  0.001
H -2.01 -4.06 -5.65  0.000
H -2.91 -2.73 -4.91  0.000
C 1.05 -3.23 -5.16  0.003
H 1.81 -2.48 -5.36  0.000
H 0.71 -3.67 -6.10  0.001
H 1.45 -4.05 -4.55  0.000
W 0.99 -2.64 -2.49  0.012
C -0.42 2.07 -0.89  -0.026
C -1.30 2.87 -1.54  0.003
C -1.60 2.91 -3.04  0.072
C -2.33 1.57 -3.30  -0.012
C -1.24 0.65 -3.38  0.611
C 0.13 0.92 -3.87  0.099
C 1.18 1.50 -2.85  0.113
C 0.79 1.37 -1.36  0.049
C 2.97 -3.03 -1.61  -0.002
H -0.44 2.18 0.23  -0.001
H -1.90 3.64 -1.03  0.001
H -0.63 2.93 -3.52  -0.004
H -2.20 3.76 -3.36  -0.003
H -3.05 1.32 -2.49  0.017
H -2.82 1.51 -4.26  0.020
H -1.19 -0.22 -2.74  0.016
H 0.52 -0.15 -3.92  -0.002
H 1.53 2.57 -3.05  0.003
H 2.08 0.87 -2.93  -0.013
H 0.71 0.34 -0.96  -0.002
H 1.64 1.83 -0.85  -0.003
H 3.70 -2.27 -1.93  0.000
H 3.24 -4.03 -1.96  0.000
H 2.80 -3.00 -0.52  0.000
O -1.59 0.18 3.82  0.363
Cl -0.85 0.66 2.59  0.338
O -1.18 2.06 2.10  0.294
O 0.39 -1.40 -1.44  0.000
O 0.18 -4.19 -2.34  0.000

Its HOMO energy (alpha / beta) is -14.053 / -14.082 eV. Its expectation value of S² is 2.01. The calculation puts the relative energy (zero: lowest compared OMol25 entry of this formula, charge and spin) at 1.556 eV. Its net charge is +2. Its orbital gap (alpha / beta) is 5.537 / 5.558 eV. Its spin multiplicity is 3.

=====

What did the second record say?
This record from the Open Molecules 2025 dataset describes a gas-phase ion, C3H10N3 (charge +1) at a distorted geometry. The level of theory is ωB97M-V/def2-TZVPD.

Each line ends with the Mulliken charge.
Element x y z (Å)
C -1.25 0.78 -1.13  0.107
C 0.20 -1.54 0.82  -0.919
C 1.49 0.58 0.71  -0.913
N -0.20 0.11 -0.88  -0.675
N -1.51 1.17 -2.38  -0.315
N 0.21 -0.11 0.57  0.215
H -1.81 1.27 -0.35  0.316
H 0.24 -1.72 1.90  0.381
H -0.78 -1.78 0.54  0.392
H 1.05 -1.91 0.25  0.358
H 1.99 0.45 -0.27  0.361
H 1.32 1.58 0.71  0.432
H 2.05 0.16 1.48  0.376
H -2.28 1.74 -2.71  0.238
H -0.79 0.83 -3.06  0.269
H -0.38 0.20 1.27  0.378

Its HOMO energy is -14.175 eV. Its SMILES is C[NH+](C)/N=C/N. The calculation puts the relative energy (zero: lowest compared OMol25 entry of this formula, charge and spin) at 3.066 eV. Its net charge is +1. Its orbital gap is 11.246 eV.